Entry from OMol25: the ion C3H4N2O4 with charge -2 (ωB97M-V/def2-TZVPD).

Structure (XYZ):
```
13
Properties=species:S:1:pos:R:3:forces:R:3
C -0.22752 2.29766 0.15367 0.33 -1.32 0.12
C -0.29696 -0.27426 -0.42142 1.59 -1.59 6.39
C 0.51623 0.84198 0.25710 2.30 1.80 -2.58
N 1.93682 0.79757 -0.45242 -3.38 0.88 -0.07
N 2.89962 0.26984 0.14721 1.42 0.04 -0.44
O 0.18227 3.18596 -0.58911 0.73 0.46 -0.81
O 2.92523 -0.21063 1.32880 -0.61 -0.04 0.19
O -1.23569 2.36591 0.89244 -0.59 -0.47 0.62
O 4.00278 0.24200 -0.53143 0.10 -0.34 0.49
H -0.35899 -0.00939 -1.39622 -0.67 0.30 -3.10
H -1.25034 -0.31462 0.24462 1.22 -0.33 -1.75
H 0.45474 -1.18305 -0.19458 -2.19 1.37 -0.95
H 0.75632 0.74008 1.26463 -0.25 -0.77 1.89
```
Positions in Å, forces in eV/Å.

The net charge is -2. As for the SMILES: C[C@@H](N=[N+]([O-])[O-])C(=O)[O-]. As for the HOMO-LUMO gap: 7.341 eV. As for the total energy: -14341.5876 eV. As for the LUMO energy: 7.01 eV.


Entry from OMol25: the molecule C3H4N2O4 (ωB97M-V/def2-TZVPD).

Structure (XYZ):
```
13
Properties=species:S:1:pos:R:3:forces:R:3
C 0.93415 -0.37652 0.81489 2.12 0.77 1.17
C -0.58466 0.04833 -0.80061 0.43 1.23 1.32
C -1.18773 -0.30619 0.38448 -1.28 0.06 -1.56
O 1.71045 0.42682 -1.44830 -0.50 1.18 1.36
O 1.65034 -1.51551 1.01595 -0.82 0.54 -0.25
O -1.01975 0.39044 -2.02339 0.10 -0.80 -0.03
N 0.75277 -0.13161 -0.60483 -0.41 -1.63 -1.80
N -2.16934 -0.35205 1.13760 -0.39 -0.36 0.61
O 0.86108 0.53669 1.62421 0.28 -0.92 -0.60
H 1.68368 1.37219 -1.20147 0.42 -0.07 -0.46
H 1.98498 -1.48321 1.92267 -0.21 0.00 0.09
H -1.80990 0.94409 -1.96532 0.04 -0.28 0.22
H -2.80607 0.44652 1.14411 0.21 0.28 -0.05
```
Positions in Å, forces in eV/Å.

As for the SMILES: N=C=C(O)N(O)C(=O)O. As for the HOMO-LUMO gap: 7.121 eV. As for the total energy: -14340.6347 eV. As for the LUMO energy: -0.48 eV.


Repeat the second record exactly.
Entry from OMol25: the molecule C3H4N2O4 (ωB97M-V/def2-TZVPD).

Structure (XYZ):
```
13
Properties=species:S:1:pos:R:3:forces:R:3
C 0.93415 -0.37652 0.81489 2.12 0.77 1.17
C -0.58466 0.04833 -0.80061 0.43 1.23 1.32
C -1.18773 -0.30619 0.38448 -1.28 0.06 -1.56
O 1.71045 0.42682 -1.44830 -0.50 1.18 1.36
O 1.65034 -1.51551 1.01595 -0.82 0.54 -0.25
O -1.01975 0.39044 -2.02339 0.10 -0.80 -0.03
N 0.75277 -0.13161 -0.60483 -0.41 -1.63 -1.80
N -2.16934 -0.35205 1.13760 -0.39 -0.36 0.61
O 0.86108 0.53669 1.62421 0.28 -0.92 -0.60
H 1.68368 1.37219 -1.20147 0.42 -0.07 -0.46
H 1.98498 -1.48321 1.92267 -0.21 0.00 0.09
H -1.80990 0.94409 -1.96532 0.04 -0.28 0.22
H -2.80607 0.44652 1.14411 0.21 0.28 -0.05
```
Positions in Å, forces in eV/Å.

As for the SMILES: N=C=C(O)N(O)C(=O)O. As for the HOMO-LUMO gap: 7.121 eV. As for the total energy: -14340.6347 eV. As for the LUMO energy: -0.48 eV.


Please write out number 1 again, unchanged.
Entry from OMol25: the ion C3H4N2O4 with charge -2 (ωB97M-V/def2-TZVPD).

Structure (XYZ):
```
13
Properties=species:S:1:pos:R:3:forces:R:3
C -0.22752 2.29766 0.15367 0.33 -1.32 0.12
C -0.29696 -0.27426 -0.42142 1.59 -1.59 6.39
C 0.51623 0.84198 0.25710 2.30 1.80 -2.58
N 1.93682 0.79757 -0.45242 -3.38 0.88 -0.07
N 2.89962 0.26984 0.14721 1.42 0.04 -0.44
O 0.18227 3.18596 -0.58911 0.73 0.46 -0.81
O 2.92523 -0.21063 1.32880 -0.61 -0.04 0.19
O -1.23569 2.36591 0.89244 -0.59 -0.47 0.62
O 4.00278 0.24200 -0.53143 0.10 -0.34 0.49
H -0.35899 -0.00939 -1.39622 -0.67 0.30 -3.10
H -1.25034 -0.31462 0.24462 1.22 -0.33 -1.75
H 0.45474 -1.18305 -0.19458 -2.19 1.37 -0.95
H 0.75632 0.74008 1.26463 -0.25 -0.77 1.89
```
Positions in Å, forces in eV/Å.

The net charge is -2. As for the SMILES: C[C@@H](N=[N+]([O-])[O-])C(=O)[O-]. As for the HOMO-LUMO gap: 7.341 eV. As for the total energy: -14341.5876 eV. As for the LUMO energy: 7.01 eV.